# C39H31CrF6N6O4S5

C39H31CrF6N6O4S5 as an isolated structure in a non-equilibrium geometry (the ωB97M-V functional and the def2-TZVPD basis, OMol25).

Last column: Mulliken charge in e.
Positions of all 92 atoms, in Å:
Cr1 -0.24 0.04 -0.28  0.1491
F1 0.10 4.54 2.15  -0.1484
C1 -1.04 4.29 1.51  0.5741
F2 -2.04 4.86 2.16  -0.2040
F3 -0.96 4.78 0.28  -0.2078
S1 -1.27 2.45 1.39  1.1383
O1 -0.37 2.09 0.29  -0.3897
O2 -1.01 1.88 2.66  -0.5885
N1 -2.78 2.40 0.91  -0.6403
S2 -3.15 1.14 0.07  0.9465
O3 -2.25 0.00 0.34  -0.4359
O4 -4.53 0.88 -0.01  -0.6007
C2 -2.64 1.61 -1.70  0.7293
F4 -2.49 2.91 -1.82  -0.2203
F5 -3.50 1.17 -2.58  -0.2129
F6 -1.42 1.03 -2.01  -0.1206
N2 1.38 0.44 -1.08  -0.1142
S3 2.76 0.94 -1.25  1.9112
N3 3.70 1.04 0.06  0.0071
S4 4.23 -0.29 0.74  1.1105
N4 3.15 -1.40 1.07  -0.0497
S5 1.80 -1.13 1.94  1.5780
N5 0.55 -0.74 1.24  -0.0891
C3 1.61 -2.71 2.72  0.0885
C4 2.72 -3.45 3.10  -0.0071
C5 2.53 -4.63 3.81  -0.7729
C6 1.24 -5.05 4.13  -0.6199
C7 0.14 -4.30 3.72  -0.7649
C8 0.32 -3.12 3.02  -0.8412
C9 2.14 0.03 3.26  0.4182
C10 2.53 -0.39 4.52  -0.1585
C11 2.67 0.56 5.52  -0.7228
C12 2.41 1.90 5.26  -1.0347
C13 2.02 2.30 3.98  -0.9411
C14 1.88 1.36 2.98  -0.1930
C15 5.03 0.28 2.20  1.0481
C16 5.22 1.64 2.45  -0.3641
C17 5.98 2.01 3.55  -0.6980
C18 6.55 1.06 4.37  -0.7246
C19 6.38 -0.30 4.09  -0.7437
C20 5.63 -0.69 3.00  -1.0203
C21 5.40 -1.12 -0.24  0.9091
C22 5.42 -2.52 -0.35  -0.3595
C23 6.46 -3.12 -1.04  -0.6848
C24 7.48 -2.35 -1.60  -0.8168
C25 7.47 -0.96 -1.45  -0.6649
C26 6.45 -0.34 -0.77  -0.9421
C27 2.86 2.62 -1.82  0.0641
C28 1.81 3.09 -2.60  -0.7230
C29 1.91 4.36 -3.13  -0.8414
C30 3.03 5.14 -2.90  -0.5953
C31 4.06 4.66 -2.10  -0.7959
C32 3.98 3.38 -1.55  -0.1752
C33 3.49 -0.05 -2.55  0.3722
C34 2.98 -1.33 -2.71  -0.3565
C35 3.43 -2.10 -3.76  -0.7004
C36 4.34 -1.58 -4.67  -0.6661
C37 4.82 -0.29 -4.52  -0.8056
C38 4.40 0.49 -3.45  -0.3343
H1 3.71 -3.12 2.83  0.2792
H2 3.38 -5.22 4.11  0.4729
H3 1.09 -5.96 4.69  0.4116
H4 -0.86 -4.63 3.96  0.4511
H5 -0.51 -2.51 2.68  0.4689
H6 2.72 -1.43 4.72  0.4645
H7 2.97 0.25 6.51  0.4860
H8 2.50 2.63 6.05  0.4287
H9 1.83 3.34 3.78  0.5800
H10 1.57 1.65 1.98  0.4513
H11 4.76 2.37 1.80  0.3555
H12 6.12 3.07 3.76  0.4764
H13 7.15 1.36 5.23  0.4183
H14 6.85 -1.04 4.72  0.4701
H15 5.52 -1.74 2.75  0.1853
H16 4.61 -3.09 0.08  0.4299
H17 6.47 -4.19 -1.14  0.4618
H18 8.28 -2.84 -2.13  0.4135
H19 8.27 -0.37 -1.87  0.4732
H20 6.44 0.74 -0.64  0.2547
H21 0.95 2.46 -2.77  0.4289
H22 1.10 4.75 -3.74  0.4705
H23 3.11 6.13 -3.33  0.4292
H24 4.93 5.27 -1.90  0.4755
H25 4.76 2.98 -0.93  0.3148
H26 2.26 -1.69 -1.99  0.1158
H27 3.05 -3.11 -3.89  0.4584
H28 4.68 -2.18 -5.51  0.4303
H29 5.51 0.13 -5.24  0.4690
H30 4.76 1.51 -3.33  0.4401
N6 -0.64 -2.65 -1.68  -0.1581
C39 -0.46 -1.66 -1.13  0.5067
H31 -0.81 -3.55 -2.09  0.2325

## Properties
LUMO energy (alpha / beta): -2.90 / -3.08 eV
total charge: +1
2S+1: 5
<S²>: 6.0486
E_HOMO (alpha / beta): -0.2411 / -0.4048 Ha
orbital gap (alpha / beta): 3.66 / 7.93 eV

***

# C6H6CsO3

C6H6CsO3 as an isolated structure in a non-equilibrium geometry (the ωB97M-V functional and the def2-TZVPD basis, OMol25).

Last column: Mulliken charge in e.
Positions of all 16 atoms, in Å:
O1 2.46 1.05 -3.36  -0.6515
C1 2.10 1.82 -2.45  0.5926
O2 1.89 3.05 -2.51  -0.6446
C2 -0.09 -1.15 0.53  -0.2866
H1 0.83 -1.22 1.14  0.3054
H2 0.16 -1.65 -0.41  0.3049
C3 -1.25 -1.84 1.23  -0.9144
H3 -2.16 -1.81 0.62  0.2080
H4 -1.02 -2.89 1.40  0.3708
H5 -1.44 -1.39 2.22  0.1563
C4 1.79 1.14 -1.13  -0.1794
C5 0.80 1.06 -0.28  -0.1191
C6 -0.31 0.31 0.22  0.4356
O3 -1.42 0.85 0.35  -0.7049
Cs1 -4.51 1.07 2.35  0.9821
H6 2.17 1.58 0.08  0.1448

## Properties
LUMO energy (alpha / beta): -1.86 / -1.87 eV
total charge: 0
2S+1: 2
<S²>: 0.7576
E_HOMO (alpha / beta): -0.2178 / -0.2592 Ha
orbital gap (alpha / beta): 4.07 / 5.18 eV